(1)
A structure of composition C17H27ClI3N2O6PS at a distorted geometry. Source: the Open Molecules 2025 dataset; level of theory: wB97M-V/def2-TZVPD.

The energy above the lowest of the compared OMol25 structures with the same formula, charge and spin is 0.553 eV. The calculation puts the max |F| at 2.902 eV/Å. The calculation puts the frontier orbital gap at 7.55 eV. The total energy is -3317.37779 Eh.

Geometry (Å):
C 0.795 2.938 1.495
C 0.951 1.996 0.562
C 1.810 0.753 0.745
C 3.206 1.260 1.187
O 3.538 0.932 2.522
O 4.298 2.058 2.997
C 1.797 -0.105 -0.553
C 2.641 0.544 -1.696
C 2.722 2.051 -1.918
C 2.542 -1.482 -0.364
C 3.834 -1.597 0.439
O 3.963 -2.158 1.446
Cl 5.396 -1.055 -0.355
C 0.260 -0.321 -1.037
I 0.315 -2.229 -2.311
P -0.223 0.663 -2.560
N -1.643 0.363 -3.172
C -0.829 -0.683 0.125
N -1.569 -1.869 -0.232
C -2.949 -1.825 -0.669
C -3.685 -3.082 -0.197
C -5.193 -2.925 -0.296
C -1.844 0.227 0.918
I -2.536 -0.914 2.648
C -2.499 1.388 0.885
C -3.469 1.877 1.918
I -2.372 2.761 -0.688
O 0.018 -1.216 1.209
S 0.964 -0.223 2.038
O 1.874 -1.095 2.700
O 0.275 0.638 2.944
H -0.147 3.450 1.637
H 1.587 3.183 2.194
H 0.571 2.161 -0.434
H 3.275 2.337 1.096
H 3.991 0.888 0.532
H 4.305 1.890 3.947
H 2.481 -0.032 -2.602
H 3.667 0.286 -1.451
H 3.316 2.562 -1.166
H 1.797 2.605 -2.026
H 3.268 2.209 -2.848
H 2.874 -1.805 -1.345
H 1.922 -2.242 0.093
H 0.691 0.398 -3.588
H -0.119 2.049 -2.373
H -2.150 -0.316 -2.616
H -1.412 -2.587 0.458
H -2.985 -1.912 -1.761
H -3.582 -0.974 -0.416
H -3.441 -3.285 0.846
H -3.380 -3.949 -0.781
H -5.501 -2.835 -1.338
H -5.548 -2.043 0.231
H -5.712 -3.796 0.095
H -4.327 1.215 1.990
H -2.980 1.979 2.884
H -3.845 2.856 1.642



(2)
A cluster of 3 separate species, C17H27I2NO7 in total at a distorted geometry. Source: the Open Molecules 2025 dataset; level of theory: wB97M-V/def2-TZVPD.

The calculation puts the max |F| at 8.653 eV/Å. The calculation puts the frontier orbital gap at 6.95 eV. The total energy is -1840.47829 Eh. The SMILES is C=CCN(CCO)C(=O)O[C@H](I)[C@H](C)I.O=C1CCCO1.O=C1CCCO1.

Geometry (Å):
C 2.221 -3.686 1.288
C 2.099 -2.478 2.169
C 0.684 -1.649 2.178
N 0.811 -0.167 2.461
C 1.921 0.491 1.671
C 1.811 0.233 0.026
O 2.917 -0.647 -0.477
C -0.547 0.513 2.190
O -0.673 1.852 1.997
O -1.719 -0.377 2.203
C -2.900 0.240 1.580
I -4.006 1.263 3.177
C -3.840 -1.030 1.033
C -2.999 -2.452 0.961
I -4.689 -0.508 -0.921
H 2.865 -3.564 0.299
H 1.713 -4.720 1.601
H 2.948 -2.099 2.906
H 0.188 -1.791 1.108
H -0.023 -2.211 2.958
H 3.010 0.156 2.024
H 1.922 1.678 1.791
H 0.783 -0.220 -0.303
H 1.921 1.258 -0.575
H 2.506 -1.437 -0.947
H -2.681 0.892 0.633
H -4.756 -1.183 1.777
H -1.927 -2.351 0.496
H -3.609 -3.158 0.216
H -3.004 -3.043 1.998
O -0.102 -2.767 -0.565
C -0.220 -2.696 -1.777
O -1.231 -3.276 -2.487
C -0.995 -3.083 -3.881
C -0.078 -1.891 -3.968
C 0.736 -2.008 -2.704
H -0.536 -3.991 -4.286
H -1.944 -2.906 -4.395
H 0.527 -1.879 -4.879
H -0.668 -0.967 -3.941
H 1.616 -2.641 -2.844
H 1.021 -1.026 -2.319
O 2.123 3.766 -1.858
C 1.508 4.211 -0.903
O 1.530 3.666 0.348
C 0.616 4.375 1.184
C 0.439 5.720 0.528
C 0.591 5.396 -0.937
H -0.321 3.811 1.234
H 1.031 4.464 2.192
H -0.514 6.197 0.774
H 1.245 6.394 0.840
H -0.360 5.099 -1.388
H 1.038 6.226 -1.487



(3)
A structure of composition C17H27MnN6O2. Source: the Open Molecules 2025 dataset; level of theory: wB97M-V/def2-TZVPD.

Its multiplicity is 6. The total charge is +1. The calculation puts the max |F| at 0.460 eV/Å. As for the expectation value of S²: 8.75. The calculation puts the frontier orbital gap (alpha / beta) at 8.82 / 9.72 eV. The total energy is -2293.94630 Eh.

Geometry (Å):
Mn -0.709 -0.290 -0.006
C 1.104 2.287 0.234
C 2.241 1.299 -0.018
N 1.795 -0.093 0.172
C 2.300 -1.055 -0.810
C 1.537 -0.957 -2.116
C 2.126 -1.152 -3.354
C 1.332 -1.059 -4.488
C -0.016 -0.760 -4.363
C -0.534 -0.577 -3.091
C -1.999 -0.276 -2.832
N -2.178 0.612 -1.678
C -1.972 2.045 -1.957
C -1.162 2.709 -0.846
N -0.007 1.850 -0.608
N 0.237 -0.685 -2.007
H 1.440 3.305 0.007
H 0.797 2.265 1.282
H 3.103 1.537 0.609
H 2.574 1.412 -1.055
H 2.031 -0.404 1.105
H 2.136 -2.056 -0.405
H 3.373 -0.952 -1.010
H 3.184 -1.363 -3.432
H 1.766 -1.202 -5.468
H -0.652 -0.661 -5.232
H -2.507 -1.214 -2.599
H -2.457 0.122 -3.744
H -3.094 0.440 -1.282
H -2.918 2.568 -2.106
H -1.417 2.131 -2.896
H -1.753 2.790 0.068
H -0.888 3.726 -1.148
H 0.384 1.614 -1.516
C 1.028 -2.456 4.761
C 0.360 -1.366 3.994
C -0.141 -0.142 4.381
C -0.674 0.438 3.215
N -0.509 -0.380 2.181
N 0.136 -1.463 2.670
C -1.380 1.741 3.088
H 0.737 -2.405 5.808
H 2.113 -2.370 4.709
H 0.745 -3.436 4.379
H -0.136 0.269 5.376
H 0.180 -2.276 2.063
H -2.356 1.696 3.572
H -1.543 2.006 2.044
H -0.816 2.548 3.556
O -0.489 -2.572 0.259
C -1.748 -2.616 0.201
O -2.450 -1.588 0.016
H -2.256 -3.584 0.319



(4)
A structure of composition C17H27N3O2 at a distorted geometry. Source: the Open Molecules 2025 dataset; level of theory: wB97M-V/def2-TZVPD.

The energy above the lowest of the compared OMol25 structures with the same formula, charge and spin is 17.331 eV. The calculation puts the max |F| at 15.713 eV/Å. The calculation puts the frontier orbital gap at 8.20 eV. The total energy is -978.15776 Eh.

Geometry (Å):
C 5.751 -0.579 -1.931
C 5.026 -1.650 -1.304
C 3.705 -1.012 -0.793
H 3.004 -1.973 -0.419
H 3.014 -0.807 -1.730
C 3.672 -0.173 0.415
N 2.375 0.215 1.089
C 1.865 1.530 0.380
O 2.437 2.362 -0.251
N 0.639 1.670 0.913
C -0.239 0.967 1.709
H -0.287 -0.112 1.090
C -1.612 1.072 1.644
N -2.076 1.733 0.491
C -2.921 0.863 -0.488
C -3.667 1.491 -1.269
C -4.412 0.687 -2.196
C -4.689 -0.558 -2.003
C -3.878 -1.067 -1.135
C -3.138 -0.468 -0.104
O -2.435 -1.179 0.662
C -2.699 -2.464 1.094
C -1.685 -2.886 2.138
H -1.885 -4.010 2.448
H -0.639 -2.654 1.587
H -1.833 -2.418 2.973
H -3.620 -2.952 1.185
H -2.283 -2.946 -0.010
H -4.218 -2.272 -0.855
H -5.285 -1.088 -2.663
H -4.945 1.500 -3.083
H -3.501 2.561 -1.643
C -1.329 2.797 -0.103
H -1.968 3.559 -0.097
C -0.071 2.910 0.626
H 0.696 3.746 0.035
H -0.180 3.546 1.376
H -1.153 2.555 -0.909
H -1.728 2.163 2.442
H -2.381 0.593 2.249
H 0.305 0.575 2.867
H 1.738 -0.313 1.532
H 4.116 0.773 0.021
H 4.286 -0.662 1.192
H 4.556 -2.393 -2.070
H 5.607 -2.122 -0.485
H 5.202 -0.227 -2.768
H 6.721 -1.174 -2.416
H 6.043 0.291 -1.431



(5)
An isolated molecule of C17H27N5O3. Source: the Open Molecules 2025 dataset; level of theory: wB97M-V/def2-TZVPD.

The energy above the lowest of the compared OMol25 structures with the same formula, charge and spin is 3.754 eV. The calculation puts the max |F| at 0.894 eV/Å. The calculation puts the frontier orbital gap at 9.70 eV. The total energy is -1163.41335 Eh. The SMILES is CCCCn1cc([C@]2(C)COCCN2C(=O)[C@@H]2ON=C(C)[C@H]2C)nn1.

Geometry (Å):
C 1.667 -0.145 6.431
C 2.078 0.767 5.279
C 1.580 0.252 3.933
C 2.001 1.152 2.778
N 1.500 0.656 1.510
C 0.374 1.002 0.870
C 0.359 0.168 -0.226
C -0.667 0.033 -1.328
C 0.090 -0.155 -2.638
C -1.550 1.289 -1.410
O -2.289 1.514 -0.219
C -3.130 0.423 0.099
C -2.300 -0.843 0.267
N -1.589 -1.070 -0.992
C -2.182 -1.849 -1.935
O -2.089 -1.664 -3.137
C -3.046 -3.018 -1.455
O -2.516 -3.629 -0.267
N -2.597 -5.019 -0.384
C -2.960 -5.330 -1.559
C -3.175 -6.734 -2.006
C -3.127 -4.143 -2.470
C -4.385 -4.126 -3.331
N 1.437 -0.627 -0.178
N 2.137 -0.327 0.887
H 2.030 0.241 7.384
H 0.581 -0.232 6.499
H 2.075 -1.149 6.303
H 1.690 1.774 5.457
H 3.168 0.856 5.259
H 1.964 -0.755 3.758
H 0.489 0.169 3.950
H 1.634 2.169 2.913
H 3.087 1.209 2.707
H -0.299 1.762 1.225
H 0.890 0.582 -2.709
H 0.543 -1.143 -2.686
H -0.551 -0.031 -3.507
H -0.937 2.175 -1.582
H -2.233 1.197 -2.261
H -3.667 0.656 1.018
H -3.885 0.289 -0.688
H -1.543 -0.666 1.034
H -2.847 -1.704 0.642
H -4.042 -2.610 -1.234
H -2.787 -6.878 -3.015
H -2.674 -7.435 -1.340
H -4.240 -6.969 -2.014
H -2.257 -4.115 -3.136
H -4.395 -4.956 -4.039
H -5.288 -4.192 -2.720
H -4.434 -3.203 -3.908



> max |F| of number 4 (C17H27N3O2)?

15.713 eV/Å



What did the third record say?
A structure of composition C17H27MnN6O2. Source: the Open Molecules 2025 dataset; level of theory: wB97M-V/def2-TZVPD.

Its multiplicity is 6. The total charge is +1. The calculation puts the max |F| at 0.460 eV/Å. As for the expectation value of S²: 8.75. The calculation puts the frontier orbital gap (alpha / beta) at 8.82 / 9.72 eV. The total energy is -2293.94630 Eh.

Geometry (Å):
Mn -0.709 -0.290 -0.006
C 1.104 2.287 0.234
C 2.241 1.299 -0.018
N 1.795 -0.093 0.172
C 2.300 -1.055 -0.810
C 1.537 -0.957 -2.116
C 2.126 -1.152 -3.354
C 1.332 -1.059 -4.488
C -0.016 -0.760 -4.363
C -0.534 -0.577 -3.091
C -1.999 -0.276 -2.832
N -2.178 0.612 -1.678
C -1.972 2.045 -1.957
C -1.162 2.709 -0.846
N -0.007 1.850 -0.608
N 0.237 -0.685 -2.007
H 1.440 3.305 0.007
H 0.797 2.265 1.282
H 3.103 1.537 0.609
H 2.574 1.412 -1.055
H 2.031 -0.404 1.105
H 2.136 -2.056 -0.405
H 3.373 -0.952 -1.010
H 3.184 -1.363 -3.432
H 1.766 -1.202 -5.468
H -0.652 -0.661 -5.232
H -2.507 -1.214 -2.599
H -2.457 0.122 -3.744
H -3.094 0.440 -1.282
H -2.918 2.568 -2.106
H -1.417 2.131 -2.896
H -1.753 2.790 0.068
H -0.888 3.726 -1.148
H 0.384 1.614 -1.516
C 1.028 -2.456 4.761
C 0.360 -1.366 3.994
C -0.141 -0.142 4.381
C -0.674 0.438 3.215
N -0.509 -0.380 2.181
N 0.136 -1.463 2.670
C -1.380 1.741 3.088
H 0.737 -2.405 5.808
H 2.113 -2.370 4.709
H 0.745 -3.436 4.379
H -0.136 0.269 5.376
H 0.180 -2.276 2.063
H -2.356 1.696 3.572
H -1.543 2.006 2.044
H -0.816 2.548 3.556
O -0.489 -2.572 0.259
C -1.748 -2.616 0.201
O -2.450 -1.588 0.016
H -2.256 -3.584 0.319



> Look up the max |F| of the fifth one.

0.894 eV/Å



> The lowest max |F| belongs to which entry?

C17H27MnN6O2